Density functional theory data (ωB97M-V/def2-TZVPD) for C18H40N4O4Ti as an isolated structure.

Structure (ORCA input):
```
! wB97M-V def2-TZVPD RIJCOSX def2/J DEFGRID3
* xyz 2 3
Ti 0.589 0.047 -0.016
C 1.815 3.359 0.556
C 2.439 2.717 -0.672
N 1.571 1.689 -1.281
C 2.169 1.097 -2.493
C 1.333 -0.076 -2.969
N 1.240 -1.092 -1.903
C 2.377 -2.040 -1.937
C 2.573 -2.849 -0.666
C 3.072 -2.064 0.537
N 2.003 -1.288 1.198
C 2.499 -0.542 2.372
C 1.416 0.380 2.899
N 1.014 1.334 1.847
C 1.884 2.534 1.830
H 0.787 3.670 0.342
H 2.365 4.281 0.755
H 3.387 2.240 -0.408
H 2.666 3.487 -1.416
H 0.716 2.169 -1.555
H 3.174 0.759 -2.232
H 2.278 1.839 -3.289
H 1.759 -0.502 -3.882
H 0.319 0.252 -3.213
H 0.377 -1.610 -2.044
H 3.281 -1.457 -2.127
H 2.255 -2.714 -2.790
H 3.327 -3.606 -0.893
H 1.666 -3.406 -0.408
H 3.852 -1.361 0.231
H 3.525 -2.748 1.261
H 1.322 -1.968 1.531
H 3.364 0.042 2.048
H 2.846 -1.218 3.158
H 1.770 0.904 3.792
H 0.534 -0.195 3.191
H 0.060 1.625 2.043
H 2.910 2.191 1.972
H 1.642 3.162 2.692
C -1.503 -2.732 -0.615
C -2.454 -1.732 -1.237
O -1.748 -0.523 -1.485
C -2.605 0.526 -1.918
C -1.874 1.829 -1.687
O -1.240 1.884 -0.405
C -2.093 2.237 0.685
C -2.731 1.038 1.355
O -1.737 0.039 1.544
C -2.280 -1.180 2.032
C -1.273 -2.273 1.749
O -0.712 -2.175 0.437
H -0.798 -3.110 -1.357
H -2.065 -3.595 -0.249
H -3.304 -1.524 -0.580
H -2.854 -2.150 -2.168
H -3.547 0.486 -1.364
H -2.848 0.419 -2.981
H -2.549 2.680 -1.812
H -1.077 1.937 -2.424
H -2.869 2.930 0.351
H -1.468 2.787 1.392
H -3.545 0.624 0.753
H -3.159 1.351 2.314
H -3.238 -1.380 1.543
H -2.472 -1.123 3.109
H -1.723 -3.257 1.898
H -0.436 -2.195 2.444
*
```

Properties
**E_LUMO (alpha / beta)**: -0.1617 / -0.1638 hartree
**Gap between HOMO and LUMO (alpha / beta)**: 0.3076 / 0.4221 Eh
**HOMO (alpha / beta)**: -0.469 / -0.586 Eh
**DFT total energy**: -2078.85498 Eh
**F_max**: 0.6 eV Å⁻¹